Record 1
Computed, not measured: C6H12 in the gas phase at a distorted geometry, with ωB97M-V with the def2-TZVPD basis set.

The geometry in XYZ format:
```
18
Properties=species:S:1:pos:R:3
C -1.77761 0.55430 1.09980
C -1.22465 -0.59711 0.26679
C 0.18975 -1.06705 0.60284
C 1.01630 -0.52294 -0.57661
C 2.14223 0.40627 -0.56894
C 0.56726 0.72561 -1.22022
H -1.23174 1.47493 0.84811
H -1.70241 0.42744 2.18426
H -2.82249 0.73160 0.83041
H -1.91877 -1.41619 0.08183
H -1.07083 -0.11468 -0.74782
H 0.30263 -2.15626 0.57141
H 0.56670 -0.72111 1.57960
H 1.16765 -1.28266 -1.34432
H 2.23544 1.16410 0.19809
H 3.12928 0.04571 -0.92482
H 0.32000 0.83884 -2.27277
H 0.11126 1.50921 -0.60764
```

Values from the calculation:
calculated total energy	-6414.1309	eV
HOMO	-9.16	eV
energy above the lowest of the compared OMol25 structures with the same formula, charge and spin	271.11	kJ/mol


Record 2
Computed, not measured: C6H12 in the gas phase at a distorted geometry, with ωB97M-V with the def2-TZVPD basis set.

The geometry in XYZ format:
```
18
Properties=species:S:1:pos:R:3
C 1.71316 -0.50794 -0.52508
C 1.61142 0.45037 0.65782
C 0.14679 0.55606 1.23207
C -0.93367 0.52783 0.14865
C -2.07259 -0.42720 0.04854
C -1.08538 -0.57182 -1.03915
H 0.69173 -0.60819 -0.88109
H 2.06522 -1.51200 -0.26679
H 2.24523 -0.11858 -1.39575
H 2.25016 0.14703 1.49472
H 1.94098 1.45248 0.35235
H 0.12062 1.50837 1.79186
H -0.02330 -0.23327 1.97983
H -1.15564 1.53826 -0.21599
H -2.03284 -1.24552 0.76153
H -3.05678 -0.08583 -0.22166
H -1.24074 -0.12317 -2.01755
H -0.69112 -1.59327 -1.18035
```

Values from the calculation:
calculated total energy	-6414.5518	eV
HOMO	-9.26	eV
energy above the lowest of the compared OMol25 structures with the same formula, charge and spin	230.49	kJ/mol


Record 3
Computed, not measured: C6H12 in the gas phase at a distorted geometry, with ωB97M-V with the def2-TZVPD basis set.

The geometry in XYZ format:
```
18
Properties=species:S:1:pos:R:3
C 1.44965 -0.13170 -1.27240
C 0.15062 -0.39900 -1.18712
C -0.42201 -1.48663 -1.98994
C -0.54656 0.53790 -0.10684
C 0.17124 0.32401 1.23962
C -0.38101 1.07918 2.44857
H 2.11191 -0.51460 -2.04765
H 2.08270 0.69017 -0.95067
H 0.34362 -2.25349 -2.21422
H -1.24809 -2.03822 -1.52984
H -0.90446 -1.16748 -2.90315
H -1.57141 0.21168 0.03551
H -0.63110 1.59250 -0.40150
H 1.23123 0.44754 1.08777
H -0.12031 -0.73603 1.47558
H 0.36660 1.19313 3.20757
H -1.27118 0.58027 2.85793
H -0.81142 2.07075 2.25079
```

Values from the calculation:
calculated total energy	-6415.0980	eV
HOMO	-9.20	eV
energy above the lowest of the compared OMol25 structures with the same formula, charge and spin	177.79	kJ/mol


Record 4
Computed, not measured: C6H12 in the gas phase, with ωB97M-V with the def2-TZVPD basis set.

The geometry in XYZ format:
```
18
Properties=species:S:1:pos:R:3
C 1.25709 1.61303 1.29564
C -0.13429 1.01808 1.07189
C -0.22852 -0.45112 0.93721
C -1.35936 -0.89394 0.05447
C -0.63811 -1.51612 -1.16798
C 0.58629 -0.64396 -1.44889
H 1.83126 1.00679 2.00133
H 1.81354 1.64869 0.35145
H 1.19362 2.63799 1.67622
H -0.70939 1.08287 2.02064
H -0.70646 1.61495 0.33706
H 1.14305 -0.57780 -0.49776
H -1.96305 -1.65356 0.56512
H -2.02481 -0.08404 -0.29591
H -1.31267 -1.57695 -2.03057
H -0.31663 -2.53528 -0.93246
H 0.28917 0.36730 -1.75539
H 1.27927 -1.05692 -2.18208
```

Values from the calculation:
calculated total energy	-6413.0051	eV
HOMO	-8.10	eV
energy above the lowest of the compared OMol25 structures with the same formula, charge and spin	379.72	kJ/mol


Record 5
Computed, not measured: C6H12 in the gas phase at a distorted geometry, with ωB97M-V with the def2-TZVPD basis set.

The geometry in XYZ format:
```
18
Properties=species:S:1:pos:R:3
C -2.45930 0.78537 0.27350
C -1.00329 0.76711 0.68961
C -0.04730 0.07887 0.05568
C -0.38729 -0.66457 -1.22109
C 1.39754 0.40215 0.38090
C 2.31221 -0.82004 0.36762
H -2.81956 -0.22848 0.10272
H -2.60317 1.32914 -0.66568
H -3.05224 1.26489 1.04584
H -0.80144 1.29250 1.61862
H -0.57264 -1.73615 -1.09666
H -1.29029 -0.32013 -1.71620
H 0.51539 -0.65881 -1.84063
H 1.83686 1.12117 -0.32141
H 1.36740 0.89594 1.35290
H 2.08074 -1.42211 -0.52025
H 3.37903 -0.61661 0.27000
H 2.14734 -1.47025 1.22454
```

Values from the calculation:
calculated total energy	-6415.9136	eV
HOMO	-8.76	eV
energy above the lowest of the compared OMol25 structures with the same formula, charge and spin	99.10	kJ/mol


Record 6
Computed, not measured: a molecular structure, C6H12 at a distorted geometry, with ωB97M-V with the def2-TZVPD basis set.

The geometry in XYZ format:
```
18
Properties=species:S:1:pos:R:3
C 1.69413 -0.19865 0.51405
C 0.34308 0.44375 0.86718
C 0.16934 1.79701 0.21803
C -0.78550 0.73794 -1.07775
C -0.86732 -0.17582 0.14066
C -0.89775 -1.66937 -0.11651
H 1.76734 -1.21937 0.91147
H 1.85479 -0.25173 -0.57101
H 2.52749 0.37874 0.93572
H 0.23510 0.44465 1.95801
H -0.78741 2.10723 -0.27786
H 1.05319 2.22886 -0.24842
H -0.06505 0.46929 -1.83855
H -1.75574 0.96114 -1.58123
H -1.75849 0.11356 0.71723
H -0.03962 -1.98902 -0.71920
H -0.87833 -2.22847 0.82581
H -1.80923 -1.94973 -0.65763
```

Values from the calculation:
calculated total energy	-6413.2449	eV
HOMO	-8.15	eV
energy above the lowest of the compared OMol25 structures with the same formula, charge and spin	356.59	kJ/mol


Record 7
Computed, not measured: C6H12 in the gas phase at a distorted geometry, with ωB97M-V with the def2-TZVPD basis set.

The geometry in XYZ format:
```
18
Properties=species:S:1:pos:R:3
C -1.20980 1.37901 -0.00890
C -0.64029 -0.02773 0.33348
C -1.53973 -1.24117 -0.05625
C 0.59353 -0.01907 -0.44825
C 1.86384 -0.82978 0.13836
C 1.81832 0.68624 0.03740
H -1.18894 1.98103 0.90014
H -0.68959 1.87220 -0.82394
H -2.26155 1.25535 -0.32511
H -0.42413 0.00094 1.39366
H -1.38342 -1.41681 -1.09504
H -1.42326 -2.14631 0.52060
H -2.57254 -0.99547 0.04780
H 0.49550 -0.13500 -1.50926
H 2.50362 -1.40494 -0.53367
H 1.71943 -1.20418 1.16402
H 2.41670 1.05456 -0.77700
H 1.92232 1.19114 1.04199
```

Values from the calculation:
calculated total energy	-6415.1500	eV
HOMO	-9.21	eV
energy above the lowest of the compared OMol25 structures with the same formula, charge and spin	172.77	kJ/mol


Record 8
Computed, not measured: a gas-phase ion, C6H12 (charge +1) at a distorted geometry, with ωB97M-V with the def2-TZVPD basis set.

The geometry in XYZ format:
```
18
Properties=species:S:1:pos:R:3
C 2.22284 0.08790 1.34251
C 1.03458 -0.93785 1.17761
C 0.36164 -0.72018 -0.33365
C -0.44294 0.47374 -0.63763
C -2.62130 0.94845 -1.54377
C -1.92514 0.25100 -0.61009
H 2.72661 -0.06784 2.30322
H 1.73076 1.01840 1.41137
H 2.92559 -0.18643 0.58872
H 1.41045 -1.89609 1.18685
H 0.27471 -0.77244 1.96336
H -0.32862 -1.59738 -0.49866
H 1.06299 -0.87303 -1.12460
H -0.08481 1.31141 -1.38079
H -0.22025 1.00082 0.32874
H -2.06016 1.52324 -2.21680
H -3.62773 0.92789 -1.98153
H -2.43921 -0.49159 0.02513
```

Values from the calculation:
calculated total energy	-6405.1318	eV
HOMO (spin up / spin down)	-15.17 / -15.10	eV
spin multiplicity	2
energy above the lowest of the compared OMol25 structures with the same formula, charge and spin	252.58	kJ/mol
net charge	+1